{"formula": "C40H76N12O8", "method": "ωB97M-V/def2-TZVPD", "elements": ["C", "O", "N", "C", "C", "H", "H", "H", "H", "H", "H", "H", "C", "O", "N", "C", "C", "H", "H", "H", "H", "H", "H", "H", "C", "O", "N", "C", "C", "H", "H", "H", "H", "H", "H", "H", "C", "O", "N", "C", "C", "H", "H", "H", "H", "H", "H", "H", "C", "C", "O", "C", "H", "H", "H", "H", "H", "H", "C", "C", "O", "C", "H", "H", "H", "H", "H", "H", "C", "C", "O", "C", "H", "H", "H", "H", "H", "H", "C", "C", "O", "C", "H", "H", "H", "H", "H", "H", "C", "C", "N", "H", "H", "H", "C", "C", "N", "H", "H", "H", "C", "C", "N", "H", "H", "H", "C", "C", "N", "H", "H", "H", "C", "C", "N", "H", "H", "H", "C", "C", "N", "H", "H", "H", "C", "C", "N", "H", "H", "H", "C", "C", "N", "H", "H", "H"], "positions_angstrom": [[0.1575, 4.3832, 4.1776], [-0.0111, 4.2819, 2.9496], [1.1295, 5.0503, 4.7575], [1.2815, 5.0038, 6.2668], [2.1756, 5.6278, 3.9985], [-0.4632, 3.7303, 4.8106], [1.3516, 6.0205, 6.6534], [2.1545, 4.3530, 6.3165], [0.4718, 4.4678, 6.7620], [3.1642, 5.2800, 4.2980], [2.0575, 5.3466, 2.9520], [2.0925, 6.7109, 4.0888], [7.1295, 14.7598, 1.5694], [7.0643, 15.6270, 2.4745], [7.0490, 13.3985, 1.7435], [7.1802, 12.3574, 0.7462], [6.9003, 12.8520, 3.1407], [7.4375, 14.9755, 0.5346], [7.5834, 12.6781, -0.2144], [6.3009, 11.7250, 0.6235], [7.9284, 11.6482, 1.1001], [7.7810, 12.3500, 3.5413], [6.5517, 13.6028, 3.8499], [6.2261, 11.9959, 3.1646], [-3.7103, 10.0302, 3.8082], [-2.9081, 10.6112, 4.5430], [-3.4689, 8.9847, 2.9941], [-4.5595, 8.0790, 2.3939], [-2.0693, 8.7398, 2.5356], [-4.7968, 10.2061, 3.8360], [-5.4585, 7.8916, 2.9811], [-4.1323, 7.1140, 2.1208], [-4.9705, 8.3517, 1.4220], [-1.4073, 8.6872, 3.3999], [-1.9896, 7.8143, 1.9653], [-1.8311, 9.5854, 1.8903], [-1.2660, 16.3658, 3.5728], [-1.4508, 16.4578, 4.8491], [-1.0209, 15.2502, 2.8638], [-0.8227, 13.9370, 3.4956], [-0.8664, 15.4324, 1.4385], [-1.3766, 17.2772, 2.9652], [-1.4874, 13.7554, 4.3401], [0.1355, 14.0487, 4.0029], [-0.8435, 13.0841, 2.8172], [0.1567, 15.1652, 1.1740], [-1.6322, 14.8891, 0.8850], [-0.9214, 16.4699, 1.1088], [3.2262, 1.8938, -0.3527], [4.2988, 2.4877, -1.2401], [4.9175, 1.8162, -1.9963], [4.2741, 4.0083, -1.4052], [2.2353, 2.3359, -0.4565], [3.5997, 2.0275, 0.6626], [3.0993, 0.8439, -0.6166], [3.5543, 4.2137, -2.1976], [5.2519, 4.4336, -1.6313], [3.9720, 4.4979, -0.4794], [2.9547, 14.3607, 6.4702], [4.2132, 13.5575, 6.6980], [5.3199, 14.1399, 6.7519], [4.0113, 12.0628, 6.9819], [2.3132, 13.9960, 5.6680], [3.2067, 15.3794, 6.1755], [2.4260, 14.5492, 7.4046], [4.9609, 11.6491, 7.3213], [3.8852, 11.5773, 6.0142], [3.2196, 11.7234, 7.6498], [4.9642, 14.1124, -2.6038], [6.1670, 13.4946, -3.1352], [6.4696, 12.3312, -2.7570], [7.1544, 14.1153, -4.1013], [4.9240, 13.8401, -1.5491], [4.0481, 13.6050, -2.9064], [4.9418, 15.1868, -2.7860], [7.5509, 13.2751, -4.6713], [7.9718, 14.5841, -3.5535], [6.8620, 14.7515, -4.9367], [9.2723, 9.4607, 6.2888], [8.4604, 9.0851, 5.0757], [7.7690, 9.7926, 4.3853], [8.6474, 7.6874, 4.4625], [8.6772, 10.1561, 6.8807], [10.1746, 10.0169, 6.0348], [9.5648, 8.5172, 6.7498], [7.6832, 7.2340, 4.2328], [9.1394, 6.9069, 5.0429], [9.2071, 7.8883, 3.5490], [-0.6867, 10.3314, 6.5572], [0.1428, 10.3222, 5.3817], [0.7914, 10.3778, 4.4153], [-0.3673, 9.5609, 7.2588], [-1.7618, 10.3180, 6.3783], [-0.4738, 11.2260, 7.1424], [-0.3776, 11.4091, -0.2114], [-0.8198, 12.1863, -1.3773], [-1.1852, 12.7447, -2.3646], [-0.4783, 10.3435, -0.4174], [-0.9526, 11.6772, 0.6750], [0.6601, 11.5683, 0.0819], [-0.2534, 4.9523, -1.7354], [-1.7820, 5.0207, -1.7195], [-2.9564, 5.0355, -1.7389], [0.1130, 5.5071, -0.8716], [0.1503, 5.3051, -2.6844], [-0.1052, 3.8794, -1.6129], [3.1982, 15.3444, 2.2190], [3.2602, 14.4293, 1.1321], [3.2234, 13.6538, 0.2777], [3.9510, 16.1224, 2.0919], [3.3047, 14.7198, 3.1059], [2.2106, 15.7906, 2.1020], [3.9978, 8.2869, 7.3289], [3.6635, 8.3239, 8.7713], [3.4506, 8.3219, 9.9107], [3.6641, 9.1954, 6.8274], [3.4928, 7.4409, 6.8626], [5.0617, 8.0795, 7.2139], [6.5633, 7.4187, 1.5438], [5.7124, 7.5378, 2.7508], [5.0589, 7.6314, 3.6878], [5.9976, 7.5536, 0.6219], [6.9600, 6.4172, 1.7100], [7.4064, 8.1052, 1.6219], [2.5277, 8.4911, 1.8972], [3.5304, 9.5378, 1.6103], [4.2718, 10.3490, 1.3388], [2.6206, 8.1638, 2.9328], [2.7052, 7.7527, 1.1154], [1.4933, 8.8349, 1.8943], [4.2072, 10.1165, -1.7604], [4.9442, 8.8288, -1.6500], [5.5397, 7.8036, -1.6112], [4.8388, 10.9135, -1.3681], [3.2809, 10.1672, -1.1880], [3.9968, 10.3237, -2.8096]], "forces_ev_per_a": [[-1.06, -1.85, -2.66], [0.19, 0.51, 1.18], [-0.58, -0.10, 2.78], [0.24, -0.64, -2.22], [0.39, 0.70, -0.67], [-0.06, 0.56, 0.48], [0.39, -0.24, 0.12], [0.40, 0.57, 1.09], [-0.21, 0.19, -0.38], [0.01, 0.12, 0.35], [-0.20, 0.09, 0.07], [0.46, 0.02, -0.04], [0.82, -0.13, 1.67], [-0.26, -1.97, -2.13], [-0.46, 0.40, 2.15], [0.83, -0.43, -0.15], [-0.37, -0.11, -0.51], [-0.40, 0.35, -0.10], [-0.41, 0.45, -0.01], [-0.40, 0.54, -0.06], [0.28, -0.03, 0.22], [0.66, 0.58, -0.33], [0.15, 0.10, -0.32], [-0.58, 0.24, -0.46], [-0.55, -0.73, 1.05], [-0.47, -0.28, -1.40], [-0.22, -1.65, -1.42], [0.67, 0.49, -0.32], [-0.97, 0.25, 0.42], [-0.02, 0.40, 0.25], [0.50, 0.33, 0.72], [0.37, -0.01, 0.70], [0.34, 1.02, -0.11], [0.06, 0.18, -0.15], [-0.24, 0.07, 0.11], [0.49, -0.10, 0.05], [-1.20, 0.41, 4.80], [0.95, -0.82, -4.50], [-0.83, 0.69, 0.01], [0.62, 0.92, 0.85], [0.55, -0.31, -0.37], [0.18, -0.22, -0.02], [-0.53, 0.25, -0.38], [0.41, -0.67, -0.18], [0.05, 0.42, -0.15], [-0.09, -0.61, -0.46], [0.29, -0.26, -0.15], [-0.34, 0.11, 0.53], [0.42, -0.40, 0.10], [-2.29, 1.57, -0.62], [1.53, -1.21, -0.71], [0.58, -0.09, 1.05], [0.23, 0.52, 0.05], [-0.41, -0.22, 0.29], [0.31, -0.05, 0.29], [0.06, 0.13, 0.00], [-0.06, -0.24, -0.42], [-0.38, 0.04, -0.02], [0.32, 1.13, -0.49], [1.62, 1.41, 1.13], [-2.80, -2.11, -0.31], [1.45, -0.01, -0.65], [-0.21, -0.49, 0.38], [0.43, -0.03, -0.16], [-0.29, -0.69, 0.06], [0.03, 0.13, 0.29], [-0.41, -0.01, -0.24], [-0.18, 0.62, -0.06], [-0.70, 0.55, 0.76], [1.77, -3.68, 0.00], [-0.78, 2.54, -0.68], [0.21, -0.45, -0.89], [0.22, 0.54, 0.28], [0.03, 0.16, -0.72], [-0.33, -0.10, 0.14], [0.40, -0.21, 0.46], [-0.03, 0.04, 0.03], [-0.76, 0.61, 0.64], [-0.59, 0.09, -0.30], [0.54, -1.23, -1.59], [-0.23, 1.09, 0.82], [0.04, -0.45, 0.61], [0.05, -0.32, 0.42], [0.03, -0.12, -0.38], [-0.08, 0.41, 0.57], [-0.07, 0.46, -0.22], [0.46, 0.36, 0.21], [-0.02, -0.31, -0.09], [0.11, 0.26, 1.48], [0.91, 0.30, -2.20], [-0.96, -0.28, 1.62], [-0.21, -0.42, -0.26], [0.28, -0.23, -0.36], [0.00, 0.36, -0.26], [0.06, 0.02, 0.23], [-1.10, 1.94, -3.73], [1.48, -2.19, 4.13], [-0.22, 0.04, -0.01], [-0.26, -0.09, -0.13], [0.13, 0.34, -0.43], [-2.32, -0.37, 0.28], [-1.52, 0.39, -0.40], [3.18, -0.01, 0.15], [0.15, -0.12, -0.18], [-0.12, 0.01, 0.18], [0.64, 0.10, 0.02], [-0.20, 0.35, -0.04], [0.13, -1.60, -1.85], [0.04, 0.51, 0.49], [0.11, -0.15, 0.44], [0.01, 0.64, 0.36], [-0.06, 0.20, 0.68], [-0.32, -0.42, 0.54], [0.01, -0.05, 0.74], [0.15, 0.05, -1.41], [0.31, -0.03, 0.04], [-0.13, 0.03, 0.04], [-0.01, 0.42, -0.08], [-0.22, -0.31, 1.48], [0.22, 0.68, -0.85], [-0.20, -0.21, 0.32], [0.18, -0.19, 0.12], [0.19, -0.19, -0.86], [-0.23, 0.17, -0.07], [0.29, 0.64, 0.09], [-2.30, -1.39, 0.84], [1.50, 1.36, -0.43], [0.62, -0.36, -0.40], [-0.28, -0.51, 0.47], [0.13, 0.46, -0.57], [0.49, -0.19, 0.00], [1.32, -2.77, 0.06], [-2.17, 3.61, -0.06], [0.10, -0.03, -0.14], [0.11, -0.46, -0.02], [0.08, -0.07, 0.02]], "mulliken_charge": [0.031, -0.603, 0.272, -0.836, -0.707, 0.314, 0.167, 0.370, 0.335, 0.339, 0.387, 0.024, 0.085, -0.623, 0.309, -0.681, -1.144, 0.344, 0.293, 0.095, 0.359, 0.376, 0.359, 0.226, -0.123, -0.530, 0.233, -0.897, -0.715, 0.352, 0.347, 0.318, 0.355, 0.150, 0.337, 0.144, 0.098, -0.627, 0.249, -0.664, -0.865, 0.284, 0.387, 0.093, 0.132, 0.181, 0.344, 0.343, -0.940, 0.677, -0.528, -0.714, 0.202, 0.267, 0.337, 0.230, 0.340, 0.128, -0.924, 0.698, -0.595, -0.934, -0.028, 0.359, 0.420, 0.343, 0.206, 0.469, -0.546, 0.756, -0.527, -1.214, -0.080, 0.307, 0.338, 0.337, 0.258, 0.380, -1.259, 0.697, -0.415, -0.699, 0.329, 0.314, 0.357, -0.002, 0.419, 0.230, -1.022, 0.496, -0.362, 0.363, 0.285, 0.321, 0.008, 0.092, -0.462, 0.327, -0.108, 0.123, -0.407, 0.161, -0.404, 0.163, 0.338, 0.153, -0.467, 0.295, -0.406, 0.348, -0.020, 0.293, 0.071, 0.138, -0.428, -0.028, -0.017, 0.250, -0.441, 0.370, -0.346, -0.132, 0.441, 0.220, -0.447, 0.140, -0.224, -0.249, 0.362, 0.219, -0.156, 0.457, -0.613, -0.162, 0.046, 0.411], "e_above_lowest_kcal_mol": 113.3, "e_lumo_ev": -0.155}